This record from the Open Molecules 2025 dataset describes a molecular structure, C20H31As2N2O3Rb. The level of theory is ωB97M-V/def2-TZVPD.

Calculated values
* charge: -2
* relative energy (zero: lowest compared OMol25 entry of this formula, charge and spin): 6.6 kcal/mol
* molar mass: 582.79 g/mol
* frontier orbital gap: 6.16 eV
* 2S+1: 1
* LUMO level: 4.37 eV
* maximum force: 2.2 eV/A

Last column: Löwdin charge in e.
Element x y z (Å)
Rb: 1.03457 -1.06324 -0.09419  0.89
N: 3.13725 1.32622 2.77482  -0.01
C: 4.27468 1.09034 1.87396  -0.23
C: 3.94691 0.01705 0.83989  -0.64
O: 3.16627 -0.92137 1.24733  -0.30
N: 4.52960 0.16582 -0.31177  0.04
C: 4.32699 -0.92695 -1.26140  -0.19
C: 2.94848 -1.03184 -1.96818  -0.83
O: 2.59016 -2.17196 -2.34521  -0.11
O: 2.25027 0.01769 -2.03762  -0.26
H: 3.46276 1.49414 3.71810  0.04
H: 2.62866 0.44332 2.79456  0.05
H: 5.15485 0.72306 2.41972  0.10
H: 4.56684 1.99969 1.34834  0.08
H: 4.50297 -1.90707 -0.80647  0.10
H: 5.05503 -0.80645 -2.07237  0.09
C: 2.49484 2.96655 -1.24923  -0.30
As: 0.93218 2.26475 -0.30069  1.12
C: 0.83366 3.66943 1.06656  -0.33
C: -0.50427 2.99381 -1.46406  -0.41
C: -0.37196 4.25979 -2.03522  -0.13
C: -1.35714 4.78247 -2.86210  -0.12
C: -2.49320 4.02704 -3.12682  -0.12
C: -2.63138 2.76636 -2.55972  -0.13
C: -1.65311 2.22611 -1.71858  -0.40
As: -1.82721 0.41757 -0.80626  1.03
C: -3.73552 0.20595 -1.15420  -0.36
C: -1.12441 -0.54368 -2.38405  -0.34
H: 2.43993 4.04784 -1.38363  0.00
H: 2.57248 2.43007 -2.19209  0.02
H: 3.37271 2.69318 -0.66248  0.00
H: 0.87849 4.65868 0.60583  0.01
H: 1.66963 3.50959 1.74814  -0.01
H: -0.09984 3.56553 1.62115  0.01
H: 0.51667 4.84610 -1.83414  0.08
H: -1.23161 5.76732 -3.29858  0.08
H: -3.27063 4.41647 -3.77515  0.08
H: -3.52201 2.19009 -2.78061  0.07
H: -3.91935 -0.00137 -2.20978  0.01
H: -4.25754 1.11705 -0.86331  0.01
H: -4.06098 -0.63958 -0.55361  -0.01
H: -1.60009 -0.13713 -3.27776  0.02
H: -1.34629 -1.60136 -2.27089  0.00
H: -0.04459 -0.39167 -2.46511  -0.02
C: -2.27503 -3.52105 3.63500  -0.08
C: -2.26596 -4.17631 2.24570  -0.67
C: -3.57409 -4.96147 2.07145  -0.09
C: -1.08343 -5.15297 2.16692  -0.08
C: -2.14019 -3.15433 1.19243  -0.26
C: -2.00124 -2.29539 0.31390  -0.15
H: -2.36984 -4.27873 4.42295  0.07
H: -3.10939 -2.82159 3.71674  0.08
H: -1.35489 -2.95766 3.79901  0.08
H: -3.67860 -5.71993 2.85753  0.07
H: -3.59144 -5.45417 1.09766  0.07
H: -4.42836 -4.28344 2.11876  0.07
H: -1.15573 -5.91331 2.95512  0.07
H: -0.14035 -4.61628 2.27918  0.08
H: -1.06720 -5.64881 1.19452  0.08

Force components x, y, z for each atom (eV/Å):
Rb -1.5844 -1.1274 0.9556
N 0.0317 0.0236 -0.0419
C 0.0704 0.0843 0.1343
C -0.1887 -0.3905 -0.0740
O 0.9049 0.3396 0.2417
N -0.0764 -0.1634 -0.1090
C 0.0359 0.1809 0.0364
C 0.3440 0.1811 -0.1931
O 0.1435 0.1501 -0.0260
O 0.4981 0.1509 -0.7486
H 0.0080 0.0253 0.0139
H -0.0026 -0.0372 -0.0692
H 0.0545 0.0315 0.0263
H -0.0145 0.0538 0.0304
H 0.0091 -0.0353 0.0409
H 0.0555 -0.0209 0.0139
C -0.0746 -0.0601 0.0904
As 0.0840 0.1961 -0.1651
C -0.0467 0.0590 0.0212
C 0.0538 -0.0166 0.0021
C -0.1235 -0.1286 -0.0284
C -0.0056 -0.0596 0.0313
C 0.0699 -0.0031 0.0372
C 0.0938 -0.0055 0.0763
C 0.0441 -0.0533 0.1039
As 0.1086 0.4710 -0.3453
C -0.1042 -0.1102 -0.0812
C -0.0321 0.2038 0.0327
H 0.0461 0.0252 -0.0343
H -0.0259 0.0367 -0.0149
H -0.0134 -0.0123 -0.0063
H 0.0204 0.0240 0.0770
H 0.0017 0.0387 0.0046
H 0.0030 0.0237 0.0013
H 0.0190 0.0330 -0.0126
H -0.0313 0.0092 -0.0136
H -0.0083 0.0138 -0.0197
H -0.0231 0.0038 -0.0209
H -0.0653 -0.0014 0.0038
H -0.0690 -0.0115 0.0533
H -0.0388 -0.0316 -0.0051
H -0.0366 -0.0197 -0.0152
H -0.0300 -0.0193 0.0843
H -0.0601 0.0277 -0.1204
C 0.0065 0.0484 0.0338
C 0.0180 -0.0100 0.0044
C -0.0127 -0.0319 -0.0023
C -0.0060 -0.0476 0.0202
C 0.0755 0.3310 -0.2617
C -0.1200 -0.3408 0.2755
H 0.0018 0.0107 -0.0103
H 0.0025 -0.0162 -0.0086
H -0.0019 -0.0238 -0.0281
H -0.0133 -0.0003 -0.0253
H 0.0041 0.0011 0.0136
H 0.0088 -0.0077 0.0069
H 0.0189 -0.0007 -0.0263
H -0.0179 -0.0005 0.0160
H -0.0093 0.0089 0.0244